Computed, not measured: a molecular structure, C21H30BiN4O in a non-equilibrium geometry, with ωB97M-V/def2-TZVPD.

Geometry as XYZ:
```
57
Properties=species:S:1:pos:R:3
Bi -0.0094 0.5181 -0.1538
C -1.1365 -3.3935 -1.0302
C 0.2141 -3.2471 -0.2892
N 0.2635 -2.2927 0.8054
C -0.5450 -2.6854 1.9514
C -1.4720 -1.6206 2.4886
C -1.4097 -1.1110 3.7768
C -2.3941 -0.2327 4.1879
C -3.4067 0.1105 3.3025
C -3.4039 -0.4604 2.0369
C -4.4639 -0.1095 1.0077
N -3.9119 0.1454 -0.3080
C -4.0395 -0.8798 -1.3346
C -3.2509 -2.2007 -1.2199
N -1.8376 -2.2310 -1.5175
N -2.4747 -1.3313 1.6632
H -1.8228 -3.9198 -0.3614
H -0.9285 -4.1127 -1.8382
H 1.0121 -2.9833 -0.9871
H 0.4181 -4.2807 0.0486
H 1.2075 -2.0419 1.0603
H 0.0741 -3.0873 2.7644
H -1.2243 -3.4871 1.6487
H -0.5733 -1.3591 4.4170
H -2.3632 0.1976 5.1814
H -4.1756 0.8221 3.5768
H -4.9605 0.7968 1.3625
H -5.2337 -0.9001 0.9866
H -4.2436 1.0219 -0.6766
H -3.8276 -0.4024 -2.2936
H -5.0817 -1.2403 -1.3919
H -3.8479 -2.8655 -1.8752
H -3.3720 -2.5686 -0.2018
H -1.5806 -1.9415 -2.4478
C 3.3673 0.5764 -2.5707
C 2.6038 1.8111 -2.0602
C 2.6174 2.8532 -3.1997
C 1.1657 1.4552 -1.7181
C 3.3008 2.4373 -0.8531
C 2.6686 3.4841 -0.1788
C 3.2616 4.1067 0.9041
C 4.5122 3.6973 1.3541
C 5.1486 2.6543 0.7049
C 4.5472 2.0337 -0.3866
H 2.8224 0.1605 -3.4204
H 3.4119 -0.1899 -1.7957
H 4.3864 0.8134 -2.9041
H 2.1221 2.4352 -4.0801
H 3.6403 3.1384 -3.4739
H 2.0747 3.7504 -2.9014
H 0.6691 1.1021 -2.6430
H 1.6734 3.7697 -0.4959
H 2.7357 4.9026 1.4187
H 4.9717 4.1736 2.2123
H 6.1151 2.3067 1.0527
H 5.0651 1.2126 -0.8639
O 0.9207 0.6891 1.5590
```

- total charge = -1
- LUMO (spin up / spin down) (eV) = 2.916 / 2.916
- ΔE to the lowest compared entry with this formula, charge and spin (eV) = 0.0000
- Kohn-Sham gap (spin up / spin down) (eV) = 5.25 / 5.25

Atomic partial charges in e from the natural (NBO) method, atoms 1 to 8:
1. Bi 1.3245
2. C -0.2124
3. C -0.2127
4. N -0.6262
5. C -0.2446
6. C 0.2565
7. C -0.2386
8. C -0.1596